Record 1
ORCA calculation (ωB97M-V with the def2-TZVPD basis set) on a 2-piece molecular cluster, C4H7IO2S overall in a non-equilibrium geometry.

Structure (XYZ):
```
15
C4H7IO2S, DFT ωB97M-V with the def2-TZVPD basis set
C -1.1214 -2.6602 -0.7728
S -0.9951 -1.2722 0.1964
O -2.2836 -0.5410 0.2110
O -0.2877 -1.1832 1.4165
H -1.8102 -2.4023 -1.6858
H -0.0946 -3.1081 -0.9712
C 0.0160 0.7862 -0.8750
C 1.0453 0.9387 -0.0516
C 0.8393 1.8494 1.0964
I 2.8528 -0.1892 -0.1129
H -0.8609 1.3884 -0.7006
H 0.1111 0.2924 -1.9025
H 0.0959 2.5813 1.0469
H 1.7124 2.3609 1.1824
H 0.7808 1.1589 1.9230
```

Summary:
Net charge: 0
LUMO level (alpha / beta): -1.2 / -1.2 eV
Energy: -27288.0226 eV
Structure (SMILES): C=S(=O)=O.C=C(C)I
Energy relative to the best compared isomer or geometry (same formula, charge and spin): 330.8 kJ/mol
Strongest force on any atom: 5.369 eV/A
HOMO energy (alpha / beta): -9.48 / -9.48 eV



Record 2
ORCA calculation (ωB97M-V with the def2-TZVPD basis set) on a single C40H52F2O2Si molecule in a non-equilibrium geometry.

Structure (XYZ):
```
97
C40H52F2O2Si, DFT ωB97M-V with the def2-TZVPD basis set
C -3.2091 -4.6934 -1.8704
C -2.7286 -3.7010 -0.8030
C -1.4104 -4.1587 -0.1541
C -0.4526 -2.9990 0.2090
C -0.0355 -3.0302 1.6758
C 0.8442 -1.8519 2.0803
C 2.1207 -1.7578 1.2389
C 3.3367 -1.1474 1.9814
C 3.7992 0.1827 1.3779
C 5.3195 0.3585 1.2162
C 5.6312 1.3713 0.1095
C 5.9602 0.7012 -1.2390
C 4.7183 0.0583 -1.8015
C 4.6053 -1.3319 -1.8530
C 3.4255 -1.9434 -2.2763
C 2.3349 -1.1567 -2.6232
C 2.4593 0.2415 -2.5954
C 3.6451 0.8563 -2.2171
C 1.2428 1.0330 -2.9259
O 1.2703 2.0818 -3.5044
C -0.0111 0.4073 -2.4336
C -1.0385 1.1663 -1.8956
C -2.1764 0.5504 -1.3606
C -3.1947 1.4581 -0.7086
F -3.0532 2.7090 -1.2384
F -4.4687 1.0838 -1.0463
C -3.0986 1.5608 0.8058
C -1.6877 1.3559 1.3951
Si -1.2620 2.5400 2.8046
C -2.5975 2.5967 4.1158
C 0.4008 1.9433 3.4671
C -0.9751 4.2206 2.0069
C 0.2622 4.4797 1.4009
C 0.5236 5.6829 0.7488
C -0.4643 6.6671 0.6925
C -1.6920 6.4326 1.2991
C -1.9490 5.2266 1.9508
C -2.2886 -0.8429 -1.3929
C -3.4397 -1.6090 -0.7880
C -4.2723 -2.4044 -1.8217
C -4.2961 -1.8016 -3.2283
C -1.2632 -1.6027 -1.9690
C -0.1298 -0.9860 -2.4652
C 1.0289 -1.7496 -2.9930
O 0.9208 -2.7501 -3.6434
H -3.1385 -5.7020 -1.4727
H -4.2369 -4.5019 -2.1661
H -2.5711 -4.6018 -2.7447
H -2.5720 -2.7337 -1.2748
H -3.5059 -3.5980 -0.0493
H -0.9192 -4.8597 -0.8245
H -1.6747 -4.7036 0.7509
H 0.4063 -3.0534 -0.4551
H -0.9952 -2.0689 0.0357
H -0.9548 -3.0432 2.2628
H 0.4678 -3.9763 1.8884
H 0.2408 -0.9542 1.9321
H 1.0888 -1.9588 3.1339
H 1.9268 -1.1906 0.3316
H 2.3764 -2.7732 0.9335
H 4.1616 -1.8557 1.9206
H 3.0844 -1.0544 3.0341
H 3.4646 0.9903 2.0315
H 3.3086 0.3504 0.4233
H 5.7065 0.7403 2.1597
H 5.8074 -0.6024 1.0523
H 4.7430 1.9949 0.0143
H 6.4314 2.0493 0.3994
H 6.6736 -0.0925 -1.0332
H 6.3689 1.4395 -1.9209
H 5.4466 -1.9340 -1.5416
H 3.3485 -3.0206 -2.3082
H 3.7165 1.9321 -2.1848
H -0.9289 2.2392 -1.8750
H -3.8000 0.8702 1.2614
H -3.4555 2.5622 1.0525
H -0.8960 1.4840 0.6637
H -1.6339 0.3504 1.8144
H -2.4772 1.8287 4.8749
H -3.5775 2.4700 3.6543
H -2.6102 3.5604 4.6200
H 0.9669 2.7325 3.9533
H 0.9849 1.6269 2.6005
H 0.2928 1.0648 4.0986
H 1.0457 3.7340 1.4222
H 1.4769 5.8651 0.2790
H -0.2473 7.5867 0.1714
H -2.4624 7.1905 1.2725
H -2.9103 5.0618 2.4181
H -2.9979 -2.3321 -0.0998
H -4.0914 -0.9904 -0.1890
H -3.9491 -3.4422 -1.8475
H -5.2954 -2.4270 -1.4508
H -3.4388 -2.1268 -3.8102
H -5.1709 -2.1778 -3.7531
H -4.3469 -0.7187 -3.1862
H -1.3326 -2.6787 -2.0021
```

Summary:
Net charge: 0
LUMO level: -0.5 eV
Energy: -59726.1489 eV
Strongest force on any atom: 6.610 eV/A
HOMO energy: -9.11 eV



Record 3
ORCA calculation (ωB97M-V with the def2-TZVPD basis set) on a 4-piece molecular cluster, C3H13O3S overall in a non-equilibrium geometry.

Structure (XYZ):
```
20
C3H13O3S, DFT ωB97M-V with the def2-TZVPD basis set
C -3.2131 -0.6144 -2.7502
C -2.1697 0.0390 -1.8247
C -2.1640 -0.5794 -0.2892
S -0.8810 -1.8232 -0.0044
H -3.0957 -0.2770 -3.7952
H -3.0678 -1.7914 -2.6582
H -4.2389 -0.5185 -2.5433
H -2.3973 1.1277 -1.7724
H -1.0496 -0.0025 -2.1041
H -1.7159 0.2977 0.3309
H -3.2602 -0.6855 -0.1137
H 5.2331 -0.3147 1.5068
H 5.7459 1.0563 1.9165
O 5.9090 0.0636 2.0104
H 0.6694 -0.3319 0.5977
H 0.5541 0.0917 1.9640
O 1.1703 0.2373 1.2505
H 1.9921 1.0551 2.3570
H 3.4477 1.3615 2.8942
O 2.5318 1.6086 3.0273
```

Summary:
Net charge: -1
LUMO level: 3.1 eV
Energy: -20299.9658 eV
Energy relative to the best compared isomer or geometry (same formula, charge and spin): 168.5 kJ/mol
Strongest force on any atom: 3.952 eV/A
HOMO energy: -3.15 eV



Record 4
ORCA calculation (ωB97M-V with the def2-TZVPD basis set) on C16H12IN2O8S4SbW as an isolated structure in a non-equilibrium geometry.

Structure (XYZ):
```
45
C16H12IN2O8S4SbW, DFT ωB97M-V with the def2-TZVPD basis set
W 2.0139 0.6996 -0.0102
C -0.9159 3.3824 2.4176
C -1.4159 1.9782 2.2780
N -2.6444 1.6834 2.6869
C -3.0775 0.4297 2.5395
C -2.3263 -0.5968 1.9917
C -2.9365 -1.9579 1.8512
O -2.2217 -2.9056 2.6532
C -1.0305 -0.3011 1.5712
C -0.0451 -1.2283 0.9235
N 0.3833 -0.6780 -0.3217
C 0.1321 -1.3467 -1.4881
C -1.0173 -2.1654 -1.6052
C -1.3498 -2.8119 -2.7771
C -0.5623 -2.6787 -3.9159
C 0.5718 -1.8938 -3.8275
C 0.9365 -1.2418 -2.6537
I 1.0994 2.5393 -4.2885
C -0.5719 1.0053 1.7058
O 0.6399 1.3675 1.3229
H -1.6156 3.9603 3.0190
H -0.8257 3.8505 1.4325
H 0.0801 3.4064 2.8632
H -4.0887 0.2267 2.8838
H -2.9253 -2.2790 0.8050
H -3.9841 -1.9086 2.1697
H -2.4877 -3.7863 2.3770
H -0.3896 -2.2612 0.8649
H -1.6826 -2.2536 -0.7594
H -2.2523 -3.4141 -2.8039
H -0.8201 -3.1840 -4.8382
H 1.2412 -1.7757 -4.6705
O 3.0428 -0.5717 -3.5946
C 2.2883 -0.6033 -2.6497
O 2.7559 -0.5367 -1.3699
C 1.7302 1.6544 -2.3277
O 2.8390 1.9464 -1.7955
O 0.7874 1.5690 -1.4042
S 3.1463 3.8087 2.7951
Sb 2.6977 3.5356 0.5291
S 3.5759 1.1360 2.4980
S 4.3518 1.1541 0.6193
S 3.5051 5.2709 -0.6228
O 1.1014 -1.2620 1.8374
O 2.2667 -0.9618 1.0888
```

Summary:
Net charge: -2
LUMO level (alpha / beta): 3.6 / 3.5 eV
Energy: -95952.2936 eV
⟨S²⟩: 2.019
Multiplicity: 3
Energy relative to the best compared isomer or geometry (same formula, charge and spin): 341.8 kJ/mol
Strongest force on any atom: 5.704 eV/A
HOMO energy (alpha / beta): -1.24 / -2.18 eV